#i
Density functional theory data (ωB97M-V with the def2-TZVPD basis set) for an isolated ion of composition CH2NO2 and charge -1.

Gap between HOMO and LUMO, eV: 8.6075
Structure (SMILES): NC(=O)[O-]
Multiplicity: 1
Charge: -1

Last columns: bonded neighbours and bond lengths (Å).
Geometry (Å):
1 N 0.780 0.205 -0.175  C2 1.474, H5 1.014, H6 1.010
2 C -0.672 -0.043 -0.141  N1 1.474, O3 1.239, O4 1.249
3 O -1.327 0.785 0.506  C2 1.239
4 O -1.025 -1.038 -0.809  C2 1.249
5 H 1.275 -0.668 -0.029  N1 1.014
6 H 0.969 0.758 0.649  N1 1.010

---

#ii
Density functional theory data (ωB97M-V with the def2-TZVPD basis set) for a 2-piece molecular cluster, CH2NO2 overall.

Gap between HOMO and LUMO, eV: 8.7570
Multiplicity: 1
Charge: -1

Last columns: bonded neighbours and bond lengths (Å).
Geometry (Å):
1 C 0.039 -2.373 -0.506  N2 1.160, O3 1.160
2 N -0.870 -1.685 -0.290  C1 1.160
3 O 0.911 -3.047 -0.867  C1 1.160
4 O -0.291 0.762 0.314  H5 1.128, H6 0.976
5 H -0.560 -0.266 -0.063  O4 1.128
6 H 0.522 0.659 0.845  O4 0.976

---

Which one sits at the bottom of the stability order? #ii does.